No. 1
The following is a DFT calculation (ωB97M-V/def2-TZVPD) of C3H5ClO in the gas phase.

Structure (XYZ):
```
10
Properties=species:S:1:pos:R:3:forces:R:3
C 0.822 -0.626 -0.486 0.84 -1.85 1.25
C -0.013 0.523 -0.152 -0.90 1.66 -0.73
Cl -0.997 0.854 -1.593 -0.39 0.58 -0.63
C -0.972 0.290 0.990 1.61 -1.09 1.28
O -2.034 0.786 1.147 -0.62 0.21 0.05
H 1.598 -0.358 -1.161 0.66 0.18 -0.51
H 1.270 -1.045 0.440 0.00 0.21 -0.48
H 0.239 -1.424 -0.939 -0.12 -0.06 -0.02
H 0.584 1.446 0.007 -0.37 -0.54 0.28
H -0.496 -0.445 1.746 -0.73 0.70 -0.50
```
Positions in Å, forces in eV/Å.

Computed properties:
HOMO-LUMO gap: 10.8966 eV
SMILES: C[C@@H](Cl)C=O
HOMO energy: -10.27 eV
LUMO level: 0.63 eV

Atomic partial charges in e from the natural (NBO) method, atoms 1 to 4: -0.62 -0.31 -0.05 0.44

=====

No. 2
The following is a DFT calculation (ωB97M-V/def2-TZVPD) of a gas-phase ion, C5H13N4 (charge +1).

Structure (XYZ):
```
22
Properties=species:S:1:pos:R:3:forces:R:3
C 1.559 0.781 0.279 -2.63 -3.62 1.75
C -0.512 0.250 0.523 5.06 -0.08 1.65
C 2.223 0.756 1.605 1.25 4.61 -0.69
C -2.340 -1.119 -0.094 -0.77 1.78 3.63
C -0.602 -1.259 -1.559 1.75 0.39 -1.62
N -0.927 1.371 -0.096 -3.68 -0.76 -0.23
N -0.148 2.155 -0.574 0.76 1.82 -0.62
N 1.157 1.928 -0.339 0.27 1.06 -0.89
N -0.890 -1.025 -0.121 -0.21 -0.45 -2.13
H 1.930 -0.091 -0.227 0.14 0.06 -1.48
H -0.743 0.124 1.611 0.20 0.34 -0.93
H 2.271 -0.151 2.088 -0.60 -1.98 1.20
H 1.885 1.658 2.174 0.06 -1.16 0.24
H 3.305 0.994 1.430 -0.57 -0.09 -0.02
H -2.694 -0.328 -0.716 -0.42 0.17 -0.76
H -2.668 -2.089 -0.325 -0.60 -1.10 -0.21
H -2.560 -0.744 0.949 -0.72 -1.06 -0.97
H -0.451 -0.319 -2.061 0.03 0.56 0.01
H 0.311 -1.820 -1.687 0.41 -0.08 0.24
H -1.336 -1.779 -2.186 -0.39 0.01 1.07
H 1.633 2.468 -1.036 0.85 -0.08 0.04
H -0.403 -1.763 0.362 -0.19 -0.33 0.69
```
Positions in Å, forces in eV/Å.

Computed properties:
HOMO-LUMO gap: 9.8685 eV
HOMO energy: -13.08 eV
total charge: +1
LUMO level: -3.21 eV

Atomic partial charges in e from the natural (NBO) method, atoms 1 to 4: 0.01 0.06 -0.66 -0.41

=====

No. 3
The following is a DFT calculation (ωB97M-V/def2-TZVPD) of a molecular structure, C7H7Cl2FO13V2.

Structure (XYZ):
```
32
Properties=species:S:1:pos:R:3:forces:R:3
O 0.173 0.062 0.934 -0.71 0.06 0.05
V 1.457 -0.850 0.381 -1.38 -0.60 0.49
O 2.570 0.148 -0.149 1.62 0.11 -0.88
O 6.857 -1.154 -1.219 0.15 -0.57 -0.34
V 5.348 -0.593 -1.572 0.18 -1.53 0.00
O 5.228 0.920 -1.043 -0.31 2.43 0.43
C 1.704 -2.716 2.339 1.09 -0.20 -7.59
O 0.575 -2.423 1.887 -2.95 -0.22 2.10
O 2.590 -1.848 2.080 1.88 1.72 1.96
O 2.120 -3.885 2.000 -0.08 -1.53 2.75
C -0.050 -2.736 -1.726 3.96 -0.94 -0.12
O 0.819 -1.831 -1.450 -1.02 0.51 1.43
O -0.423 -3.673 -0.983 -1.15 0.73 -0.02
O -0.184 -2.983 -2.974 -1.41 0.00 -0.38
C 0.510 3.031 -0.830 -1.56 0.41 -1.49
C -0.755 3.381 -0.088 1.04 -0.47 -0.29
O -0.246 4.238 0.921 -0.92 0.48 -0.46
C 1.128 4.231 0.911 0.16 -2.40 1.14
O 1.795 4.746 1.746 -0.10 0.79 -0.46
O 1.579 3.304 0.026 -0.10 0.61 0.08
F -1.368 2.275 0.403 -0.18 0.45 0.72
H 0.479 3.765 -1.643 0.68 -0.11 -0.29
H 0.329 2.052 -1.270 1.19 -0.40 0.48
H -1.448 3.811 -0.811 -0.30 0.67 0.66
Cl -3.227 -0.517 -1.631 -0.05 0.07 0.77
C -3.168 -1.316 -0.005 1.54 -0.11 0.37
C -4.537 -1.459 0.570 -0.80 -0.10 -0.61
Cl -4.614 -2.685 1.871 0.07 0.04 -0.10
H -2.542 -0.800 0.727 0.16 0.67 -0.56
H -2.587 -2.223 -0.170 -0.61 -0.37 -0.08
H -5.215 -1.745 -0.233 -0.19 -0.21 0.27
H -4.894 -0.526 1.002 0.09 0.01 -0.03
```
Positions in Å, forces in eV/Å.

Computed properties:
HOMO-LUMO gap (alpha / beta): 5.3146 / 2.9920 eV
multiplicity: 7
<S²>: 12.050
HOMO energy (alpha / beta): -1.11 / -1.56 eV
total charge: -2
LUMO level (alpha / beta): 4.20 / 1.44 eV

Atomic partial charges in e from the natural (NBO) method, atoms 1 to 4: -0.64 1.41 -0.59 -0.88

=====

No. 4
The following is a DFT calculation (ωB97M-V/def2-TZVPD) of 2 unconnected molecules or ions with the total composition C3H13N4.

Structure (XYZ):
```
20
Properties=species:S:1:pos:R:3:forces:R:3
N 1.032 0.804 1.719 0.01 -0.10 -1.11
C 1.864 1.706 1.209 0.30 -0.79 -0.17
N 1.543 2.931 0.861 -1.72 -1.64 0.41
H 0.020 0.845 1.567 0.36 0.42 0.34
H 1.351 -0.161 1.758 0.16 0.31 0.16
H 2.912 1.363 1.020 -0.87 0.57 0.64
H 2.272 3.542 0.612 0.64 1.00 -0.56
H 0.545 3.189 0.768 1.08 0.20 0.26
N 0.287 -0.172 -1.802 0.22 0.60 0.90
C -0.999 -0.483 -1.130 -0.10 -0.54 0.38
C -1.030 -1.975 -0.636 1.41 0.41 -1.76
N -2.315 -2.284 -0.081 -0.23 0.33 0.26
H 1.101 -0.340 -1.168 -0.99 0.05 -0.73
H 0.320 0.831 -2.057 -0.04 -0.89 0.04
H -1.848 -0.371 -1.857 0.84 0.17 0.73
H -1.181 0.191 -0.221 -0.14 -0.60 -0.91
H -0.809 -2.629 -1.563 -0.47 0.94 1.44
H -0.143 -2.124 0.038 -0.48 0.02 -0.17
H -2.354 -3.214 0.294 -0.05 -0.35 0.01
H -2.570 -1.648 0.671 0.06 -0.11 -0.15
```
Positions in Å, forces in eV/Å.

Computed properties:
HOMO-LUMO gap: 7.7948 eV
HOMO energy: -12.13 eV
total charge: +1
LUMO level: -4.34 eV

Atomic partial charges in e from the natural (NBO) method, atoms 1 to 4: -0.71 0.40 -0.69 0.43

=====

Values of relative energy (zero: lowest compared OMol25 entry of this formula, charge and spin), in order: 9.0 117.2 26.0 52.0, all in kcal/mol.
Values of molecular weight, in order: 92.5 129.2 490.9 105.2, all in g mol⁻¹.